# C5H11NO

An isolated molecule of C5H11NO (wB97M-V/def2-TZVPD, the OMol25 dataset).

Properties
Lowest unoccupied orbital energy ... 0.9 eV
HOMO energy ... -9.5 eV
Total charge ... 0
E ... -8901.5606 eV

Each line ends with the natural charge from an NBO analysis.
Geometry (Å):
C  -0.8974  -0.7369  -2.5350  -0.417
N  -0.4781  -0.6718  -1.1504  -0.618
C  0.1278  0.4451  -0.6662  0.678
O  0.2824  1.4438  -1.3557  -0.641
C  0.6780  0.4226  0.7591  -0.310
C  -0.0298  1.4864  1.6033  -0.596
C  0.7122  -0.9267  1.4789  -0.620
H  -1.9166  -0.3619  -2.6838  0.194
H  -0.8396  -1.7695  -2.8887  0.198
H  -0.2195  -0.1144  -3.1225  0.232
H  -0.6814  -1.4422  -0.5354  0.397
H  1.7034  0.7739  0.5898  0.228
H  -1.0443  1.1688  1.8724  0.199
H  -0.0938  2.4247  1.0472  0.235
H  0.5227  1.6661  2.5319  0.207
H  1.2474  -0.8228  2.4295  0.222
H  -0.2971  -1.2826  1.7265  0.199
H  1.2237  -1.7028  0.8991  0.213

Atoms 1-6, force components in eV/Å:
-0.06 -0.02 -0.16
0.05 0.07 0.14
0.01 0.08 -0.06
-0.08 -0.26 0.12
0.08 0.04 0.00
-0.04 0.08 0.01